1.
ORCA calculation (the ωB97M-V functional and the def2-TZVPD basis) on C4H7NO2 in the gas phase.

Its calculated total energy is -9840.024 eV. The frontier orbital gap (spin up / spin down) comes out at 8.44 / 8.44 eV. As for the largest force on an atom: 0.07865 Eh/bohr.

Geometry (Å):
C 0.876591 0.668047 1.478504
C -0.213172 -0.100270 -0.312536
C -1.085470 -1.256279 0.031977
C 0.752815 -0.198978 -1.433793
N 0.048052 1.594969 1.157686
O -0.183130 2.682643 1.634361
O -0.730344 1.156431 -0.025774
H 1.551108 0.739870 2.314179
H -1.237310 -1.338815 1.107258
H -0.668398 -2.184180 -0.349768
H -2.071302 -1.085037 -0.413185
H 0.197440 -0.262488 -2.373730
H 1.365577 -1.091264 -1.334923
H 1.397543 0.675352 -1.480257

Atomic forces in eV per Å
-1.187 -2.454 -2.988
2.135 0.953 3.286
-0.172 0.130 0.051
0.014 0.251 -0.109
0.282 0.310 0.481
-0.485 0.291 -0.347
-0.477 0.329 -0.296
0.036 0.304 0.185
0.022 0.080 -0.082
-0.015 -0.040 -0.008
0.033 -0.041 -0.119
-0.074 -0.062 -0.100
-0.044 -0.068 0.000
-0.067 0.018 0.046

2.
ORCA calculation (the ωB97M-V functional and the def2-TZVPD basis) on 3 unconnected molecules or ions with the total composition C4H7NO2.

Its calculated total energy is -9844.753 eV. The frontier orbital gap comes out at 10.90 eV. As for the largest force on an atom: 0.03108 Eh/bohr.

Geometry (Å):
C -0.431826 1.042992 -1.339381
C -0.263952 -0.384864 -1.770321
C 1.528310 -0.544344 1.276363
N 0.711911 0.306698 1.742639
C -1.769236 -0.480117 1.935710
O -2.367477 -0.758128 1.008004
O 0.061340 -1.318851 -1.075215
H -0.185844 1.197825 -0.284373
H -1.500470 1.231681 -1.515692
H 0.158745 1.724961 -1.966924
H -0.555551 -0.588967 -2.817269
H 1.569886 -0.684558 0.204616
H 2.229662 -1.157654 1.848986
H 0.814502 0.413326 2.752857

Atomic forces in eV per Å
-0.009 -0.130 0.152
-0.119 -0.379 0.062
0.225 0.318 -0.029
0.845 0.054 0.005
-1.198 -0.493 -0.936
0.828 0.405 1.043
-0.163 0.353 -0.363
-0.059 -0.134 -0.175
0.202 0.301 0.048
-0.238 -0.221 0.007
0.086 0.087 -0.154
-0.080 -0.105 0.061
-0.097 0.163 0.283
-0.221 -0.219 -0.003

3.
ORCA calculation (the ωB97M-V functional and the def2-TZVPD basis) on 2 unconnected molecules or ions with the total composition C4H7NO2.

Its calculated total energy is -9843.770 eV. The frontier orbital gap (spin up / spin down) comes out at 7.97 / 7.97 eV. As for the largest force on an atom: 0.00596 Eh/bohr.

Geometry (Å):
O 2.228965 0.051993 1.597720
C 0.905880 0.155912 1.181485
C 0.558123 1.181432 0.156631
N -0.247894 0.589498 -0.688290
C -0.461761 -0.767492 -0.510226
C 0.378708 -1.161316 0.559682
O 0.749993 -2.244320 1.005334
H 2.353042 -0.909350 1.712427
H 0.220321 0.358170 2.033109
H 0.748710 2.244816 0.130444
H -2.874250 0.344294 -1.867001
H -0.715077 1.095782 -1.432736
H -2.880641 0.405442 -2.608253
H -0.964120 -1.344864 -1.270326

Atomic forces in eV per Å
0.022 -0.143 0.039
-0.117 0.039 -0.106
-0.156 -0.070 -0.104
0.124 0.159 0.079
0.083 -0.119 0.030
-0.048 -0.097 0.078
-0.112 0.240 -0.154
0.082 0.130 0.025
0.040 -0.029 -0.092
-0.024 -0.149 -0.007
-0.042 -0.016 -0.052
0.066 -0.052 0.111
0.009 0.022 0.038
0.072 0.084 0.117

4.
ORCA calculation (the ωB97M-V functional and the def2-TZVPD basis) on C4H7NO2 in the gas phase.

As for the structure (SMILES): C[C@H](O)OCC#N. Its calculated total energy is -9845.721 eV. The frontier orbital gap comes out at 11.72 eV. As for the largest force on an atom: 0.02459 Eh/bohr.

Geometry (Å):
C -1.905223 0.707779 -0.022732
C -0.597981 0.130559 0.488115
O 0.327531 1.083467 0.931009
O -0.096278 -0.646352 -0.587972
C 1.145556 -1.260409 -0.374149
C 2.264730 -0.284781 -0.401624
N 3.117219 0.496841 -0.450221
H -2.305920 1.410787 0.710943
H -2.636372 -0.091746 -0.189660
H -1.727453 1.228285 -0.971055
H -0.757158 -0.518130 1.357792
H 0.702406 1.527367 0.151344
H 1.295204 -1.953031 -1.209090
H 1.173744 -1.830637 0.567299

Atomic forces in eV per Å
0.018 0.041 0.064
-0.281 -0.121 0.090
-0.006 0.021 -0.422
0.096 0.067 -0.139
0.176 -0.098 -0.009
0.873 0.640 0.001
-0.876 -0.912 -0.031
0.047 -0.083 -0.092
0.187 0.166 0.005
-0.050 -0.057 0.184
-0.030 0.011 -0.016
-0.178 0.065 0.305
-0.018 0.073 0.203
0.042 0.187 -0.143

5.
ORCA calculation (the ωB97M-V functional and the def2-TZVPD basis) on a molecular structure, C4H7NO2.

Its calculated total energy is -9842.691 eV. The frontier orbital gap comes out at 8.23 eV. As for the largest force on an atom: 0.01004 Eh/bohr.

Geometry (Å):
C 0.717148 -1.941179 -0.058882
C -1.732550 0.526572 -0.104346
C 0.855238 0.243775 0.042018
C -0.477241 -0.272620 0.012813
N 1.319482 1.468689 0.370783
O 1.663312 -0.774707 -0.042377
O -0.343406 -1.417198 -0.830816
H 2.316914 1.597873 0.423477
H 0.770260 2.273424 0.121453
H 1.248347 -2.744703 -0.568596
H -0.159999 -1.147479 1.017619
H -2.593662 -0.087899 0.157749
H -1.706220 1.376421 0.581425
H -1.877622 0.899030 -1.122321

Atomic forces in eV per Å
-0.050 0.314 0.088
0.000 0.002 -0.045
0.065 -0.488 0.157
0.112 -0.137 -0.170
0.013 -0.049 -0.057
-0.407 0.203 -0.055
0.152 0.188 0.266
-0.063 -0.036 -0.020
0.016 -0.073 0.012
-0.018 0.072 -0.016
0.130 0.027 -0.183
0.043 0.026 -0.002
0.001 -0.036 -0.023
0.005 -0.012 0.048

6.
ORCA calculation (the ωB97M-V functional and the def2-TZVPD basis) on C4H7NO2 in the gas phase.

As for the structure (SMILES): C/C(=N\O)[C@H]1CO1. Its calculated total energy is -9843.693 eV. The frontier orbital gap comes out at 10.71 eV. As for the largest force on an atom: 0.01193 Eh/bohr.

Geometry (Å):
C -0.108591 0.645665 1.657380
C 0.177607 0.030941 0.319145
N 0.840400 -1.052001 0.183665
O 1.240847 -1.527945 1.424605
C -0.388865 0.653656 -0.915152
C -0.405338 -0.030049 -2.205629
O -1.584616 0.061497 -1.420376
H 0.824530 0.851099 2.191984
H -0.686621 1.567308 1.561964
H -0.667746 -0.069298 2.270325
H 1.551414 -2.419055 1.231827
H -0.416794 1.744727 -0.900650
H -0.409570 0.565878 -3.118324
H 0.033342 -1.022424 -2.280765

Atomic forces in eV per Å
-0.021 0.037 0.061
0.104 -0.245 -0.022
-0.338 0.494 -0.134
0.056 -0.303 0.187
0.186 0.123 0.089
0.220 -0.061 -0.206
-0.248 -0.017 0.039
-0.135 0.000 -0.077
0.082 -0.129 -0.027
0.059 0.124 -0.066
0.102 0.088 -0.036
0.021 -0.167 -0.010
0.000 -0.086 0.157
-0.086 0.143 0.046

7.
ORCA calculation (the ωB97M-V functional and the def2-TZVPD basis) on C4H7NO2 in the gas phase.

As for the structure (SMILES): C[C@H](O)CN=C=O. Its calculated total energy is -9844.730 eV. The frontier orbital gap comes out at 11.01 eV. As for the largest force on an atom: 0.06345 Eh/bohr.

Geometry (Å):
C 1.105499 -1.161323 0.268513
C 0.405947 -0.161115 -0.646934
O 0.692596 1.208695 -0.373528
C -1.142007 -0.185443 -0.484696
N -1.484437 0.955608 0.385377
C -0.585451 1.444889 1.124859
O -0.087917 2.106437 1.949389
H 0.821896 -1.029569 1.319544
H 2.194681 -1.095858 0.195358
H 0.807762 -2.176839 -0.028931
H 0.706369 -0.337814 -1.682690
H -0.288863 1.586819 -0.521296
H -1.511130 -1.119457 -0.053204
H -1.634945 -0.035030 -1.451760

Atomic forces in eV per Å
0.003 0.163 0.028
-0.233 -0.144 -0.213
-0.328 0.391 -1.229
-0.058 -0.083 -0.045
-0.261 -0.548 1.265
-1.786 0.493 1.282
-0.300 -0.629 -0.425
0.012 0.075 -0.149
-0.154 0.090 -0.016
0.062 0.267 0.029
-0.211 -0.226 0.010
3.178 0.052 -0.737
0.092 0.121 -0.016
-0.017 -0.021 0.215

8.
ORCA calculation (the ωB97M-V functional and the def2-TZVPD basis) on C4H7NO2 in the gas phase.

Its calculated total energy is -9841.684 eV. The frontier orbital gap comes out at 8.84 eV. As for the largest force on an atom: 0.01401 Eh/bohr.

Geometry (Å):
C 0.032509 1.046784 -0.688228
C 0.331483 -1.012170 -0.659560
N 0.305594 -1.565987 -1.741823
O 0.990137 -1.180793 0.449992
C 0.482366 -0.292804 1.445275
C -0.807627 0.214623 0.781947
O -1.553577 -0.693013 0.296736
H 1.086792 1.090109 -0.991761
H -0.637227 1.016354 -1.550343
H -0.150599 2.001247 -0.176687
H -0.292917 -1.268983 -2.494665
H 0.251123 -0.882357 2.335350
H 1.234057 0.471460 1.659193
H -1.272113 1.055531 1.334573

Atomic forces in eV per Å
-0.047 0.189 -0.096
0.090 -0.557 -0.448
-0.014 0.356 0.540
-0.051 -0.034 -0.234
-0.094 0.173 0.139
0.100 0.178 0.154
0.090 -0.038 -0.049
-0.163 -0.060 0.063
0.126 -0.018 0.133
0.025 -0.062 -0.004
-0.017 0.003 0.016
0.016 0.065 -0.085
-0.134 -0.065 -0.026
0.072 -0.130 -0.104

Sequential energy above the lowest of the compared OMol25 structures with the same formula, charge and spin output: 700.1; 243.8; 338.6; 150.4; 442.7; 346.1; 246.0; 539.9 kJ/mol